Molecular formula: C44H48Cl4F10N3O4PV
Method: DFT, the ωB97M-V functional and the def2-TZVPD basis

```
115
C44H48Cl4F10N3O4PV | the OMol25 dataset | the ωB97M-V functional and the def2-TZVPD basis
V -0.90587 -0.58356 1.37307
C -1.57423 3.68665 1.72770
N -1.90520 2.28157 1.86753
C -1.43565 1.75512 3.14251
C 0.06567 1.51307 3.21615
N 0.46019 0.28361 2.53329
C 1.65879 -0.22446 2.85841
C 2.73896 0.42422 3.53427
F 2.70589 1.75151 3.81933
C 3.92668 -0.19798 3.87008
F 4.88357 0.50865 4.50096
C 4.17001 -1.51453 3.54494
F 5.33509 -2.11869 3.86651
C 3.17662 -2.18678 2.85545
F 3.37558 -3.47208 2.51116
C 1.99130 -1.57075 2.53239
F 1.08091 -2.32968 1.89344
C -3.35316 2.09524 1.78347
C -4.03407 2.69665 0.55545
N -3.35957 2.35609 -0.67157
C -3.73089 2.92619 -1.79222
C -2.99697 2.62933 -2.99239
F -1.99574 1.72135 -2.90395
C -3.20787 3.21334 -4.21364
F -2.41347 2.89081 -5.25961
C -4.22368 4.14288 -4.40133
F -4.42203 4.74647 -5.60600
C -5.01594 4.43238 -3.30761
F -6.03732 5.30929 -3.45878
C -4.79927 3.85494 -2.07353
F -5.69730 4.20396 -1.10219
H -2.12787 4.30373 2.46245
H -1.82932 4.02376 0.72358
H -0.50756 3.84913 1.88383
H -1.95300 0.81144 3.33486
H -1.68539 2.45844 3.96148
H 0.31644 1.45184 4.28133
H 0.59134 2.37926 2.80480
H -3.83073 2.56416 2.66833
H -3.54957 1.02113 1.81425
H -4.10203 3.78675 0.69744
H -5.06904 2.32319 0.57640
C 6.12782 -0.63104 -0.91175
C 5.53810 -0.10395 0.39253
C 4.11654 0.43383 0.14491
C 3.36381 -0.38049 -0.93314
C 3.88255 -1.82131 -0.88770
C 5.33886 -1.86837 -1.37603
P 1.49664 -0.28095 -0.71570
C 0.84735 -1.41788 -2.06358
C 0.55227 -2.79541 -1.43777
C -0.24700 -3.71106 -2.38205
C 0.04983 -3.41607 -3.85883
C 1.49365 -2.94760 -4.00599
C 1.64468 -1.55189 -3.38303
C 1.08597 1.40159 -1.41465
C 1.54295 2.52741 -0.48018
C 0.83656 3.84263 -0.83933
C 0.69530 4.01838 -2.36450
C 1.75089 3.19942 -3.09995
C 1.50425 1.69869 -2.86915
H 7.18719 -0.87391 -0.79730
H 6.06111 0.15804 -1.66764
H 6.16347 0.69027 0.80682
H 5.51975 -0.91021 1.13041
H 4.19557 1.47305 -0.17406
H 3.55615 0.42348 1.08052
H 3.60953 0.03645 -1.91529
H 3.27876 -2.49080 -1.49595
H 3.81897 -2.18380 0.14094
H 5.35379 -1.92234 -2.46913
H 5.81642 -2.77844 -1.00193
H -0.12401 -0.96529 -2.28573
H -0.01031 -2.65979 -0.51468
H 1.48714 -3.28809 -1.16239
H -1.31551 -3.59846 -2.19332
H 0.00736 -4.75215 -2.16187
H -0.61260 -2.62287 -4.22022
H -0.14320 -4.30260 -4.46863
H 1.79198 -2.90691 -5.05764
H 2.15678 -3.66441 -3.50863
H 1.26156 -0.82259 -4.09899
H 2.70628 -1.33601 -3.24980
H -0.01027 1.38719 -1.35234
H 2.62153 2.66716 -0.56502
H 1.32556 2.25587 0.55694
H 1.40376 4.67677 -0.41467
H -0.15746 3.85492 -0.38712
H 0.76400 5.07538 -2.63201
H -0.28849 3.67176 -2.68321
H 2.74787 3.48041 -2.74305
H 1.72330 3.40876 -4.17287
H 2.40738 1.15130 -3.14752
H 0.70344 1.37197 -3.53652
Cl -4.92244 -6.01755 6.55903
C -4.03206 -5.01579 5.43659
C -3.78599 -5.48441 4.15686
C -3.08042 -4.68152 3.27444
C -2.62025 -3.43122 3.66758
C -2.88565 -2.97891 4.95389
C -3.59273 -3.76832 5.84789
C -1.86091 -2.57463 2.69176
O -1.67124 -2.97607 1.53311
O -1.42596 -1.45717 3.11748
H -4.14787 -6.46006 3.86143
H -2.87551 -5.00349 2.26169
H -2.53042 -1.99831 5.24083
H -3.80638 -3.42462 6.85094
Cl -4.16519 -3.13480 -0.94600
C -3.76552 -1.43025 -1.30255
Cl -2.98444 -1.34668 -2.87801
Cl -5.25883 -0.47940 -1.34026
C -2.86309 -0.91715 -0.12425
O -3.40241 -0.89724 0.97454
O -1.66480 -0.62006 -0.40131
```

Calculated values
- 2S+1: 4
- Charge: -2
- HOMO level (alpha / beta): -1.49 / -1.50 eV
- ⟨S²⟩: 3.757
- Frontier orbital gap (alpha / beta): 5.129 / 5.141 eV

Löwdin population analysis, charges in e, atoms 1 to 2: 0.85, -0.10

Molecular formula: C15H20AsN2O6PdSSi
Method: DFT, the ωB97M-V functional and the def2-TZVPD basis

```
47
C15H20AsN2O6PdSSi | the OMol25 dataset | the ωB97M-V functional and the def2-TZVPD basis
Pd 0.20900 1.04788 -0.16964
C 3.85114 0.94343 -0.88419
C 3.30115 0.30753 0.34863
C 4.09923 -0.36120 1.26318
C 3.51442 -0.90683 2.40847
C 2.16844 -0.77789 2.65219
C 1.40207 -0.07657 1.69870
N 1.99126 0.41916 0.58284
N 0.09336 0.21674 1.66016
Si -1.05837 0.18596 2.95388
C -1.44862 -1.59569 3.40950
C -0.32153 1.03771 4.46112
C -2.62284 1.06124 2.47685
H 3.63115 2.01277 -0.87888
H 3.38041 0.53445 -1.77776
H 4.92951 0.80210 -0.93750
H 5.16063 -0.45241 1.08176
H 4.13464 -1.43854 3.12115
H 1.70347 -1.19622 3.53309
H -0.55474 -2.14204 3.72042
H -1.87230 -2.11261 2.54581
H -2.17462 -1.64778 4.22509
H 0.61501 0.58419 4.79188
H -1.02508 1.00248 5.29752
H -0.12149 2.08752 4.23468
H -3.12399 0.57910 1.63863
H -2.42362 2.08904 2.17193
H -3.29645 1.07420 3.33982
O -2.36347 2.69946 -2.77138
As -2.60574 1.26121 -1.79462
O -4.19537 0.99829 -1.57991
O -1.72678 1.43037 -0.36821
C -1.83863 -0.20488 -2.82441
C -2.69951 -1.28998 -2.95017
C -2.29488 -2.45131 -3.59415
C -1.01523 -2.53751 -4.11630
C -0.14890 -1.45995 -4.00239
C -0.55523 -0.29601 -3.36429
S 0.62457 1.05410 -3.38849
O 0.25642 1.90843 -4.48929
O 0.41209 1.78459 -2.09943
O 1.92729 0.43460 -3.47431
H -1.41510 2.82654 -2.92802
H -3.69417 -1.19813 -2.53001
H -2.97861 -3.28672 -3.68098
H -0.68567 -3.44154 -4.61337
H 0.85570 -1.50924 -4.39964
```

Calculated values
- 2S+1: 1
- Charge: -1
- HOMO level: -5.42 eV
- Frontier orbital gap: 8.129 eV

Löwdin population analysis, charges in e, atoms 1 to 2: 1.00, -0.02